Model one:
Here is a 2-piece molecular cluster, C14H16 overall from OMol25. Energies are from the ωB97M-V functional and the def2-TZVPD basis.

Structure (XYZ):
```
30
Properties=species:S:1:pos:R:3:nbo_charge:R:1
C 0.850 -0.231 2.350 -0.637
C -2.575 2.330 1.993 -0.221
C -1.327 2.861 1.755 -0.208
C -2.729 0.995 2.346 -0.210
C -0.243 1.996 1.829 -0.217
C -1.629 0.143 2.416 -0.198
C -0.345 0.670 2.123 -0.023
H -3.493 2.906 1.944 0.209
H -1.250 3.872 1.381 0.216
H -3.727 0.589 2.447 0.209
H 0.729 2.483 1.794 0.205
H -1.806 -0.861 2.776 0.211
H 0.806 -0.965 1.548 0.230
H 0.887 -0.733 3.319 0.220
H 1.783 0.327 2.428 0.214
C 2.745 0.437 -1.578 -0.636
C -0.633 -1.210 -2.022 -0.208
C 0.400 -0.325 -1.707 -0.216
C -0.248 -2.440 -2.529 -0.221
C 1.739 -0.654 -1.856 -0.012
C 1.085 -2.751 -2.792 -0.206
C 2.097 -1.845 -2.493 -0.216
H -1.665 -1.055 -1.744 0.220
H 0.243 0.659 -1.282 0.213
H -0.947 -3.256 -2.682 0.209
H 1.369 -3.644 -3.334 0.210
H 2.913 1.042 -2.465 0.222
H 3.698 -0.037 -1.296 0.211
H 3.120 -2.104 -2.727 0.211
H 2.544 1.039 -0.695 0.218
```

frontier orbital gap = 9.925 eV
net charge = 0
SMILES = Cc1ccccc1.Cc1ccccc1
molar mass = 184.28 g mol⁻¹
E_LUMO = 0.93 eV
HOMO = -8.991 eV

***

Model two:
Here is a 2-piece molecular cluster, C14H16 overall from OMol25. Energies are from the ωB97M-V functional and the def2-TZVPD basis.

Structure (XYZ):
```
30
Properties=species:S:1:pos:R:3:nbo_charge:R:1
C -1.135 -1.996 0.058 -0.643
C -2.266 1.476 -0.852 -0.211
C -1.758 0.429 -0.109 -0.214
C -3.091 1.198 -1.938 -0.225
C -2.031 -0.905 -0.427 -0.002
C -3.590 -0.092 -2.084 -0.199
C -3.057 -1.136 -1.342 -0.223
H -2.019 2.502 -0.602 0.214
H -1.138 0.615 0.765 0.211
H -3.473 1.965 -2.597 0.211
H -4.359 -0.295 -2.819 0.210
H -0.958 -2.717 -0.739 0.220
H -1.470 -2.616 0.896 0.218
H -3.434 -2.145 -1.452 0.208
H -0.150 -1.627 0.330 0.224
C 1.521 -1.144 2.728 -0.633
C 2.111 -0.277 1.635 -0.002
C 1.936 1.095 1.639 -0.232
C 2.707 -0.888 0.541 -0.230
C 2.398 1.834 0.546 -0.185
C 3.181 -0.151 -0.523 -0.194
C 3.031 1.239 -0.519 -0.231
H 0.759 -0.587 3.264 0.215
H 2.283 -1.391 3.471 0.220
H 1.512 1.590 2.500 0.211
H 2.822 -1.964 0.521 0.209
H 2.269 2.912 0.582 0.208
H 3.628 -0.638 -1.377 0.213
H 3.470 1.885 -1.269 0.215
H 1.123 -2.063 2.309 0.217
```

frontier orbital gap = 9.771 eV
net charge = 0
SMILES = Cc1ccccc1.Cc1ccccc1
molar mass = 184.28 g mol⁻¹
E_LUMO = 0.97 eV
HOMO = -8.806 eV

***

Stability summary: most stable model two, least stable model one.

***

Model one:
Here is a 2-piece molecular cluster, C14H16 overall from OMol25. Energies are from the ωB97M-V functional and the def2-TZVPD basis.

Structure (XYZ):
```
30
Properties=species:S:1:pos:R:3:nbo_charge:R:1
C 2.766 1.543 -3.905 -0.624
C -0.500 0.487 -2.258 -0.212
C -0.975 -0.412 -3.186 -0.218
C 0.625 1.208 -2.584 -0.210
C 1.307 0.944 -3.800 0.009
C -0.403 -0.500 -4.449 -0.213
C 0.789 0.038 -4.691 -0.229
H -0.908 0.451 -1.266 0.215
H -2.083 -0.749 -2.962 0.212
H 1.026 1.947 -1.965 0.204
H -0.808 -1.095 -5.268 0.213
H 3.097 1.101 -4.755 0.207
H 3.433 1.479 -2.996 0.223
H 1.350 -0.267 -5.593 0.209
H 2.661 2.676 -4.003 0.213
C 0.776 -1.593 4.741 -0.638
C -2.279 0.395 2.519 -0.236
C -1.649 0.938 3.632 -0.196
C -1.892 -0.925 2.148 -0.191
C -0.720 0.288 4.394 -0.217
C -0.824 -1.537 2.804 -0.222
C -0.177 -0.919 3.868 -0.013
H -2.876 1.057 1.867 0.220
H -2.021 1.972 3.983 0.204
H -2.205 -1.340 1.204 0.211
H -0.385 0.767 5.226 0.206
H -0.337 -2.504 2.418 0.213
H 0.941 -1.208 5.671 0.218
H 1.679 -1.598 4.108 0.220
H 0.593 -2.645 5.099 0.220
```

frontier orbital gap = 9.764 eV
net charge = 0
SMILES = Cc1ccccc1.Cc1ccccc1
molar mass = 184.28 g mol⁻¹
E_LUMO = 0.88 eV
HOMO = -8.883 eV

***

Model two:
Here is a 2-piece molecular cluster, C14H16 overall from OMol25. Energies are from the ωB97M-V functional and the def2-TZVPD basis.

Structure (XYZ):
```
30
Properties=species:S:1:pos:R:3:nbo_charge:R:1
C -2.156 1.110 1.080 -0.623
C 0.586 3.453 1.081 -0.226
C -0.628 2.907 1.214 -0.217
C 1.725 2.596 1.398 -0.215
C -0.766 1.475 1.429 -0.016
C 1.497 1.317 1.752 -0.206
C 0.344 0.670 1.577 -0.220
H 1.073 4.470 0.908 0.229
H -1.522 3.567 1.073 0.209
H 2.759 2.914 1.324 0.210
H 2.381 0.770 2.119 0.205
H -2.813 2.035 1.301 0.212
H -2.547 0.226 1.619 0.214
H 0.263 -0.439 1.557 0.230
H -2.352 0.963 0.036 0.215
C -2.060 -1.788 -1.478 -0.646
C 1.306 -2.989 -0.576 -0.204
C 2.229 -2.186 -1.275 -0.236
C -0.007 -2.806 -0.666 -0.234
C -0.539 -1.672 -1.331 0.002
C 1.696 -0.977 -1.741 -0.182
C 0.319 -0.644 -1.672 -0.237
H 1.776 -3.929 -0.161 0.210
H 3.290 -2.265 -1.313 0.218
H -0.719 -3.487 -0.189 0.212
H 2.330 -0.285 -2.180 0.203
H -2.096 -1.934 -2.626 0.227
H -2.582 -0.801 -1.263 0.215
H -0.090 0.316 -2.021 0.221
H -2.699 -2.587 -0.973 0.232
```

frontier orbital gap = 9.589 eV
net charge = 0
SMILES = Cc1ccccc1.Cc1ccccc1
molar mass = 184.28 g mol⁻¹
E_LUMO = 0.94 eV
HOMO = -8.650 eV

***

Stability summary: most stable model one, least stable model two.

***

Model one:
Here is a 2-piece molecular cluster, C14H16 overall from OMol25. Energies are from the ωB97M-V functional and the def2-TZVPD basis.

Structure (XYZ):
```
30
Properties=species:S:1:pos:R:3:nbo_charge:R:1
C -1.621 3.295 -3.042 -0.644
C 0.202 2.079 -0.010 -0.188
C -0.522 1.049 0.522 -0.262
C -0.067 2.860 -1.128 -0.234
C -1.307 2.610 -1.713 -0.007
C -1.732 0.795 -0.099 -0.178
C -2.109 1.507 -1.314 -0.227
H 1.065 2.345 0.615 0.201
H -0.474 0.332 1.409 0.248
H 0.645 3.493 -1.597 0.220
H -2.318 -0.018 0.245 0.203
H -1.393 2.658 -3.914 0.221
H -1.261 4.268 -3.256 0.220
H -3.054 1.315 -1.823 0.214
H -2.727 3.572 -3.045 0.212
C 2.255 -1.550 -0.574 -0.623
C 1.425 -2.005 0.576 -0.045
C 1.553 -1.283 1.762 -0.190
C 0.549 -3.026 0.602 -0.197
C 0.947 -1.596 2.957 -0.227
C -0.082 -3.452 1.790 -0.220
C 0.172 -2.789 3.008 -0.217
H 2.193 -2.277 -1.309 0.213
H 3.337 -1.295 -0.391 0.219
H 2.429 -0.487 1.778 0.206
H 0.193 -3.385 -0.524 0.204
H 0.898 -0.937 3.785 0.217
H -0.726 -4.298 1.639 0.217
H -0.331 -3.147 3.885 0.216
H 1.861 -0.636 -0.835 0.228
```

frontier orbital gap = 9.867 eV
net charge = 0
SMILES = Cc1ccccc1.Cc1ccccc1
molar mass = 184.28 g mol⁻¹
E_LUMO = 0.90 eV
HOMO = -8.963 eV

***

Model two:
Here is a 2-piece molecular cluster, C14H16 overall from OMol25. Energies are from the ωB97M-V functional and the def2-TZVPD basis.

Structure (XYZ):
```
30
Properties=species:S:1:pos:R:3:nbo_charge:R:1
C -0.631 -1.422 2.226 -0.635
C -0.474 2.131 3.651 -0.191
C -0.951 0.901 3.218 -0.232
C 0.884 2.414 3.490 -0.236
C -0.108 -0.106 2.781 0.007
C 1.717 1.442 2.976 -0.191
C 1.249 0.158 2.617 -0.240
H -1.173 2.801 4.134 0.214
H -2.017 0.680 3.236 0.206
H 1.268 3.341 3.888 0.215
H 2.770 1.642 2.814 0.209
H -1.094 -1.945 3.067 0.216
H 0.140 -2.007 1.739 0.222
H 1.973 -0.638 2.578 0.212
H -1.486 -1.196 1.581 0.223
C -1.540 -0.586 -4.584 -0.646
C 0.002 0.079 -1.272 -0.196
C -0.864 0.215 -2.325 -0.219
C 1.162 -0.690 -1.280 -0.235
C -0.645 -0.692 -3.391 -0.005
C 1.469 -1.359 -2.449 -0.203
C 0.632 -1.223 -3.565 -0.219
H -0.149 0.701 -0.389 0.211
H -1.742 0.841 -2.398 0.216
H 1.743 -0.705 -0.369 0.220
H 2.446 -1.813 -2.589 0.210
H -2.594 -0.822 -4.390 0.221
H -1.219 -1.005 -5.534 0.219
H 0.877 -1.604 -4.548 0.210
H -1.645 0.468 -4.911 0.216
```

frontier orbital gap = 9.834 eV
net charge = 0
SMILES = Cc1ccccc1.Cc1ccccc1
molar mass = 184.28 g mol⁻¹
E_LUMO = 0.94 eV
HOMO = -8.894 eV

***

Model three:
Here is a 2-piece molecular cluster, C14H16 overall from OMol25. Energies are from the ωB97M-V functional and the def2-TZVPD basis.

Structure (XYZ):
```
30
Properties=species:S:1:pos:R:3:nbo_charge:R:1
C -2.356 1.618 4.187 -0.635
C -0.929 2.144 0.120 -0.234
C -0.541 3.026 1.157 -0.197
C -1.712 1.043 0.511 -0.195
C -1.043 2.866 2.419 -0.228
C -1.947 0.770 1.856 -0.215
C -1.777 1.745 2.827 -0.011
H -0.558 2.106 -0.892 0.219
H 0.196 3.789 0.945 0.210
H -2.031 0.377 -0.280 0.212
H -0.936 3.636 3.181 0.204
H -2.434 -0.146 2.179 0.204
H -2.628 2.572 4.633 0.223
H -1.564 1.206 4.836 0.221
H -3.167 0.902 4.310 0.222
C 0.987 -2.074 -4.296 -0.628
C 1.835 -0.812 -2.291 -0.214
C 1.440 -2.041 -2.848 -0.018
C 1.969 -0.559 -0.951 -0.200
C 1.159 -3.073 -1.969 -0.218
C 1.807 -1.657 -0.097 -0.217
C 1.372 -2.879 -0.601 -0.211
H 2.178 -0.071 -3.011 0.202
H 2.175 0.419 -0.541 0.219
H 1.868 -2.011 -4.943 0.217
H 0.458 -1.152 -4.545 0.219
H 0.660 -4.001 -2.218 0.210
H 1.959 -1.640 0.975 0.213
H 1.493 -3.747 0.039 0.208
H 0.384 -2.950 -4.508 0.219
```

frontier orbital gap = 9.740 eV
net charge = 0
SMILES = Cc1ccccc1.Cc1ccccc1
molar mass = 184.28 g mol⁻¹
E_LUMO = 0.92 eV
HOMO = -8.825 eV

***

Stability summary: most stable model three, least stable model one.

***

Model one:
Here is an isolated ion of composition C5H8NO and charge -1 from OMol25. Energies are from the ωB97M-V functional and the def2-TZVPD basis.

Structure (XYZ):
```
15
Properties=species:S:1:pos:R:3:nbo_charge:R:1
C -1.826 -1.732 0.034 -0.381
C -0.970 -0.879 0.030 0.039
C -0.369 1.249 -0.978 -0.594
C 0.463 0.517 1.443 -0.617
C -0.042 0.138 0.075 -0.099
N 1.442 -0.545 -0.695 -0.302
O 2.177 -1.239 0.188 -0.733
H -2.505 -2.491 -0.198 0.205
H -1.260 1.030 -1.550 0.191
H -0.463 2.150 -0.538 0.187
H 0.410 1.191 -1.645 0.219
H 1.058 -0.368 1.861 0.259
H 1.108 1.364 1.365 0.198
H -0.273 0.713 2.203 0.184
H 1.049 -1.099 -1.597 0.244
```

frontier orbital gap = 5.562 eV
net charge = -1
SMILES = C#CC(C)(C)N[O-]
molar mass = 98.12 g mol⁻¹
E_LUMO = 4.11 eV
HOMO = -1.448 eV

***

Model two:
Here is a 2-piece molecular cluster, C5H8NO overall from OMol25. Energies are from the ωB97M-V functional and the def2-TZVPD basis.

Structure (XYZ):
```
15
Properties=species:S:1:pos:R:3:nbo_charge:R:1
C -1.218 -2.032 2.185 -0.583
C -0.516 -2.019 1.027 0.094
C 0.056 2.095 -0.103 -0.647
C 0.304 -1.754 0.005 -0.492
C 0.649 1.654 -1.438 -0.143
N 0.640 0.402 -1.776 -0.116
O 1.185 0.015 -2.917 -0.701
H -2.171 -2.334 2.136 0.186
H 0.333 1.383 0.747 0.202
H 0.424 3.063 0.244 0.188
H -1.057 2.155 -0.153 0.188
H 0.409 -0.819 -0.552 0.291
H 0.767 -2.667 -0.417 0.206
H -0.899 -1.590 3.103 0.200
H 1.095 2.449 -2.092 0.126
```

frontier orbital gap = 6.407 eV
net charge = -1
molar mass = 98.12 g mol⁻¹
E_LUMO = 3.83 eV
HOMO = -2.575 eV

***

Stability summary: most stable model two, least stable model one.

***

Model one:
Here is an isolated ion of composition C5H8NO and charge -1 from OMol25. Energies are from the ωB97M-V functional and the def2-TZVPD basis.

Structure (XYZ):
```
15
Properties=species:S:1:pos:R:3:nbo_charge:R:1
C 0.816 0.814 -1.130 -0.367
C -0.006 0.271 -2.005 -0.496
C 0.522 0.875 0.365 -0.466
C -0.505 -0.157 0.839 -0.121
C 0.114 -1.559 0.660 -0.641
N -1.733 -0.030 -0.025 0.108
O -2.403 0.967 0.277 -0.458
H 1.651 1.656 -1.237 0.100
H 0.162 0.073 -3.071 0.141
H 1.424 0.491 0.838 0.187
H 0.116 1.880 0.652 0.208
H -0.826 0.088 1.906 0.177
H -0.641 -2.250 0.555 0.201
H 0.565 -1.717 1.575 0.182
H 0.745 -1.402 -0.199 0.246
```

frontier orbital gap (alpha / beta) = 6.104 / 6.121 eV
net charge = -1
molar mass = 98.12 g mol⁻¹
E_LUMO (alpha / beta) = 4.45 / 4.45 eV
HOMO (alpha / beta) = -1.655 / -1.673 eV

***

Model two:
Here is a 2-piece molecular cluster, C5H8NO overall from OMol25. Energies are from the ωB97M-V functional and the def2-TZVPD basis.

Structure (XYZ):
```
15
Properties=species:S:1:pos:R:3:nbo_charge:R:1
C -1.975 -1.706 -0.003 -0.407
C -1.117 -0.852 0.202 0.001
C -0.388 1.069 -1.134 -0.630
C 0.204 0.844 1.343 -0.679
C -0.359 0.282 0.096 -0.065
N 1.713 -0.937 -0.625 -0.362
O 2.398 -0.642 0.481 -0.592
H -2.413 -2.557 -0.365 0.197
H -1.011 0.581 -1.801 0.206
H -0.657 2.144 -0.868 0.178
H 0.529 0.986 -1.676 0.233
H 1.201 0.390 1.587 0.280
H 0.642 1.918 1.397 0.203
H -0.531 0.455 2.135 0.202
H 1.763 -1.975 -0.772 0.236
```

frontier orbital gap (alpha / beta) = 6.405 / 5.982 eV
net charge = -1
molar mass = 98.12 g mol⁻¹
E_LUMO (alpha / beta) = 4.30 / 4.18 eV
HOMO (alpha / beta) = -2.110 / -1.798 eV

***

Model three:
Here is an isolated ion of composition C5H8NO and charge -1 from OMol25. Energies are from the ωB97M-V functional and the def2-TZVPD basis.

Structure (XYZ):
```
15
Properties=species:S:1:pos:R:3:nbo_charge:R:1
C 1.369 0.701 -0.144 -0.119
C 0.317 0.163 -0.442 0.016
C 2.538 1.257 0.379 -0.665
C -1.072 -1.756 -0.035 -0.597
C -1.057 -0.388 -0.634 -0.159
N -2.003 0.457 0.062 -0.344
O -2.500 1.482 -0.667 -0.840
H 2.974 0.502 1.181 0.204
H 2.251 2.235 0.865 0.224
H 3.280 1.358 -0.380 0.213
H -0.393 -2.472 -0.371 0.186
H -2.027 -2.247 0.009 0.204
H -0.926 -1.594 1.059 0.191
H -1.306 -0.365 -1.729 0.216
H -1.446 0.667 0.847 0.271
```

frontier orbital gap = 4.648 eV
net charge = -1
SMILES = CC#C[C@@H](C)N[O-]
molar mass = 98.12 g mol⁻¹
E_LUMO = 3.69 eV
HOMO = -0.957 eV

***

Stability summary: most stable model three, least stable model two.

***

Model one:
Here is the molecule C3H8N2OS from OMol25. Energies are from the ωB97M-V functional and the def2-TZVPD basis.

Structure (XYZ):
```
15
Properties=species:S:1:pos:R:3:nbo_charge:R:1
C -0.225 -0.663 0.167 -0.219
C -0.192 -1.009 -1.327 -0.506
S -1.051 -2.653 -1.244 -0.063
N 0.064 0.832 0.245 -0.704
C 0.538 2.007 1.038 0.791
N 1.329 1.666 2.069 -0.841
O 0.535 3.162 0.517 -0.640
H -1.282 -0.815 0.509 0.193
H 0.558 -1.083 0.794 0.212
H 0.913 -1.216 -1.718 0.231
H -0.597 -0.247 -1.984 0.228
H -0.121 -3.322 -1.985 0.136
H -0.791 1.134 -0.254 0.366
H 1.943 2.451 2.420 0.414
H 1.430 0.757 2.517 0.404
```

frontier orbital gap = 10.028 eV
net charge = 0
SMILES = NC(=O)NCCS
molar mass = 120.18 g mol⁻¹
E_LUMO = 0.63 eV
HOMO = -9.393 eV

***

Model two:
Here is the molecule C3H8N2OS from OMol25. Energies are from the ωB97M-V functional and the def2-TZVPD basis.

Structure (XYZ):
```
15
Properties=species:S:1:pos:R:3:nbo_charge:R:1
C -0.339 1.901 1.840 -0.446
C -0.163 0.136 0.419 0.356
C -0.714 -1.080 -0.257 -0.589
H 0.550 2.431 1.375 0.177
H 0.014 1.480 2.738 0.206
H -0.997 2.677 2.052 0.195
H -1.790 -1.332 0.217 0.251
H -0.119 -2.016 0.072 0.233
H -1.500 -0.090 -2.419 0.150
H 1.500 -0.469 -0.601 0.369
H 2.860 0.952 0.966 0.472
N -0.998 0.896 0.966 -0.400
N 1.127 0.304 0.060 -0.353
O 2.039 0.247 1.163 -0.579
S -0.653 -1.234 -2.056 -0.040
```

frontier orbital gap = 9.708 eV
net charge = 0
SMILES = C/N=C(/CS)NO
molar mass = 120.18 g mol⁻¹
E_LUMO = 0.48 eV
HOMO = -9.229 eV

***

Model three:
Here is the molecule C3H8N2OS from OMol25. Energies are from the ωB97M-V functional and the def2-TZVPD basis.

Structure (XYZ):
```
15
Properties=species:S:1:pos:R:3:nbo_charge:R:1
C -1.050 1.618 -0.321 -0.529
C -0.457 0.354 -0.876 -0.483
C 0.145 -0.596 0.203 0.433
H 0.233 1.949 1.521 0.143
H -1.578 2.159 -1.165 0.229
H -1.903 1.388 0.385 0.236
H 0.343 0.587 -1.598 0.223
H -1.207 -0.249 -1.408 0.221
H 0.384 -1.108 1.983 0.350
H 0.682 -1.742 -1.291 0.363
H 2.170 -2.524 0.615 0.473
N -0.126 -0.448 1.433 -0.709
N 1.002 -1.490 -0.400 -0.346
O 1.261 -2.651 0.412 -0.561
S 0.102 2.753 0.506 -0.043
```

frontier orbital gap = 9.640 eV
net charge = 0
SMILES = [H]/N=C(/CCS)NO
molar mass = 120.18 g mol⁻¹
E_LUMO = 0.72 eV
HOMO = -8.915 eV

***

Stability summary: most stable model one, least stable model two.